Below is a structure of composition C38H39F3N2OPdS3Sb, with properties calculated with the ωB97M-V functional and the def2-TZVPD basis.

```
88
C38H39F3N2OPdS3Sb (the ωB97M-V functional and the def2-TZVPD basis)
Pd -0.944 0.488 0.150
C -2.997 2.648 1.657
C -2.270 1.841 2.673
N -1.400 0.919 2.370
C -0.896 0.308 3.498
C -1.389 0.781 4.672
S -2.527 2.019 4.367
C 0.097 -0.761 3.339
C 0.683 -1.500 4.320
S 1.777 -2.617 3.629
C 1.377 -2.019 2.051
N 0.508 -1.068 2.068
C 1.927 -2.587 0.786
H -2.354 2.721 0.773
H -3.240 3.640 2.037
H -3.918 2.142 1.356
H -1.142 0.468 5.673
H 0.531 -1.447 5.386
H 2.983 -2.842 0.875
H 1.791 -1.844 -0.001
H 1.381 -3.489 0.499
F 0.094 2.782 -1.604
C -0.314 1.419 -1.631
F 0.799 0.841 -2.271
F -1.245 1.446 -2.670
C -1.486 -2.057 -3.121
C -1.757 -3.413 -2.520
C -1.649 -4.549 -3.320
C -1.911 -5.816 -2.820
C -2.297 -5.963 -1.497
C -2.409 -4.838 -0.689
C -2.139 -3.562 -1.175
Sb -2.223 -1.745 0.024
C -2.580 -2.680 1.955
C -1.688 -3.685 2.341
C -1.633 -4.157 3.644
C -2.471 -3.609 4.603
C -3.343 -2.593 4.244
C -3.408 -2.113 2.936
C -4.362 -0.994 2.613
C -4.202 -1.172 -0.651
C -4.240 0.122 -1.167
C -5.422 0.674 -1.646
C -6.588 -0.073 -1.605
C -6.560 -1.365 -1.095
C -5.380 -1.932 -0.622
C -5.408 -3.344 -0.098
H -1.190 -2.149 -4.166
H -0.700 -1.518 -2.588
H -2.374 -1.421 -3.080
H -1.357 -4.433 -4.358
H -1.820 -6.683 -3.463
H -2.517 -6.945 -1.094
H -2.727 -4.963 0.339
H -1.007 -4.107 1.608
H -0.925 -4.934 3.910
H -2.437 -3.960 5.627
H -3.986 -2.146 4.996
H -4.696 -0.495 3.523
H -5.241 -1.360 2.077
H -3.889 -0.251 1.968
H -3.320 0.704 -1.188
H -5.424 1.681 -2.046
H -7.521 0.344 -1.967
H -7.475 -1.947 -1.061
H -6.429 -3.650 0.137
H -4.798 -3.451 0.800
H -5.007 -4.040 -0.838
C 4.847 -0.650 2.541
C 3.740 0.353 2.351
C 3.202 1.034 3.436
C 2.213 1.995 3.255
C 1.755 2.262 1.980
C 2.246 1.565 0.880
C 3.246 0.630 1.075
S 0.443 3.469 1.793
C 1.346 4.567 0.683
O 0.358 4.198 3.102
H 4.935 -0.946 3.586
H 5.808 -0.235 2.225
H 4.670 -1.551 1.952
H 3.566 0.814 4.434
H 1.792 2.546 4.088
H 1.840 1.742 -0.106
H 3.642 0.091 0.221
H 2.269 4.866 1.179
H 0.700 5.429 0.521
H 1.522 4.060 -0.264
```

The value obtained for the LUMO energy is 2.2013 eV. As for the energy above the lowest of the compared OMol25 structures with the same formula, charge and spin: 0.000 eV. The net charge is -1. The value obtained for the energy is -3518.52053 a.u. The value obtained for the orbital gap is 5.052 eV.

Below is a structure of composition C38H39N2O6PTi, with properties calculated with the ωB97M-V functional and the def2-TZVPD basis.

```
87
C38H39N2O6PTi (the ωB97M-V functional and the def2-TZVPD basis)
Ti -0.749 1.079 0.251
O -3.727 3.540 1.222
C -2.851 2.787 1.505
O -2.389 1.839 0.674
C -2.077 2.738 2.805
C -1.718 1.282 3.146
C -1.123 1.169 4.539
C 0.273 1.824 4.361
C 0.275 2.206 2.890
O -0.507 1.080 2.287
C -0.657 3.388 2.595
C -0.437 3.870 1.159
O -0.465 5.006 0.811
O -0.125 2.846 0.332
H -2.640 3.228 3.592
H -2.452 0.535 2.871
H -1.750 1.677 5.269
H -1.042 0.126 4.839
H 0.421 2.700 4.989
H 1.074 1.119 4.572
H 1.242 2.248 2.407
H -0.500 4.226 3.265
C -3.534 1.931 -3.563
C -2.657 0.925 -2.823
C -1.296 1.516 -2.526
C -3.338 0.493 -1.531
C -4.507 -0.457 -1.759
O -4.011 -1.719 -1.250
C -2.842 -1.515 -0.664
N -2.395 -0.297 -0.664
C -2.239 -2.758 -0.149
C -3.059 -3.881 -0.023
C -2.513 -5.114 0.297
C -1.141 -5.239 0.461
C -0.322 -4.126 0.342
C -0.860 -2.878 0.054
P 0.259 -1.460 -0.091
C 1.506 -1.863 1.169
C 1.112 -1.648 2.492
C 1.969 -1.950 3.538
C 3.231 -2.468 3.274
C 3.616 -2.712 1.963
C 2.756 -2.421 0.913
C 0.941 -1.614 -1.769
C 0.060 -2.066 -2.758
C 0.469 -2.163 -4.079
C 1.769 -1.823 -4.429
C 2.648 -1.372 -3.455
C 2.237 -1.254 -2.135
H -3.073 2.236 -4.502
H -3.698 2.824 -2.956
H -4.510 1.503 -3.800
H -2.506 0.043 -3.457
H -1.355 2.460 -1.968
H -0.732 1.709 -3.440
H -0.666 0.750 -2.043
H -3.671 1.378 -1.007
H -4.767 -0.598 -2.805
H -5.397 -0.193 -1.193
H -4.123 -3.787 -0.185
H -3.158 -5.976 0.401
H -0.705 -6.205 0.684
H 0.745 -4.235 0.487
H 0.124 -1.262 2.705
H 1.649 -1.795 4.562
H 3.903 -2.702 4.089
H 4.585 -3.147 1.754
H 3.059 -2.656 -0.098
H -0.946 -2.369 -2.496
H -0.223 -2.521 -4.830
H 2.097 -1.916 -5.456
H 3.664 -1.107 -3.720
H 2.931 -0.858 -1.406
C 5.503 2.468 -1.125
C 4.112 1.990 -0.845
C 3.776 1.342 0.339
C 2.476 0.940 0.561
N 1.483 1.130 -0.323
C 1.807 1.763 -1.469
C 3.080 2.189 -1.758
H 6.189 2.203 -0.323
H 5.510 3.553 -1.242
H 5.875 2.043 -2.058
H 4.525 1.153 1.098
H 2.213 0.436 1.481
H 1.019 1.944 -2.173
H 3.268 2.691 -2.699
```

The value obtained for the LUMO energy is -7.1080 eV. As for the energy above the lowest of the compared OMol25 structures with the same formula, charge and spin: 0.605 eV. The net charge is +2. The value obtained for the energy is -3222.84935 a.u. The value obtained for the orbital gap is 7.244 eV.

Below is a structure of composition C38H39N2OOsP3 at a distorted geometry, with properties calculated with the ωB97M-V functional and the def2-TZVPD basis.

```
84
C38H39N2OOsP3 (the ωB97M-V functional and the def2-TZVPD basis)
C -1.619 2.755 -3.677
C -1.259 1.662 -2.890
C 0.110 1.482 -2.545
C 1.077 2.396 -2.998
C 0.687 3.480 -3.785
C -0.656 3.679 -4.093
C 2.524 2.112 -2.681
C 2.774 0.631 -2.718
C 1.746 -0.226 -2.277
C 1.913 -1.632 -2.371
C 3.128 -2.135 -2.835
C 4.168 -1.279 -3.209
C 3.976 0.100 -3.182
H -2.675 2.866 -3.937
H 1.440 4.172 -4.162
H -0.982 4.546 -4.666
H 3.183 2.624 -3.391
H 3.235 -3.222 -2.888
H 5.116 -1.707 -3.537
H 4.760 0.775 -3.522
N 0.536 0.347 -1.844
Os -0.139 0.055 0.140
C -2.280 0.654 -2.405
H -2.082 -0.367 -2.760
H -3.296 0.940 -2.701
C 0.756 -2.549 -2.032
H -0.069 -2.462 -2.756
H 1.088 -3.594 -2.002
P -2.251 0.634 -0.556
P 0.078 -2.181 -0.373
C 1.388 -2.897 0.676
H 1.099 -2.802 1.730
H 1.509 -3.953 0.408
H 2.330 -2.362 0.499
C -1.395 -3.230 -0.220
H -1.081 -4.278 -0.263
H -1.889 -3.044 0.741
H -2.097 -3.026 -1.037
C -2.852 2.323 -0.217
H -3.692 2.577 -0.880
H -3.165 2.417 0.828
H -2.039 3.033 -0.398
C -3.588 -0.486 -0.056
H -3.541 -0.642 1.030
H -4.553 -0.032 -0.314
H -3.492 -1.452 -0.562
C -0.967 -0.588 1.706
O -1.486 -0.947 2.693
H 2.774 2.497 -1.664
N 0.429 1.502 1.059
P 1.178 2.933 1.603
C -0.426 3.798 1.901
C -0.764 5.100 1.500
C -1.926 5.703 2.014
C -2.753 5.041 2.928
C -2.446 3.719 3.271
C -1.308 3.103 2.742
C 2.821 2.539 0.853
C 3.153 1.187 0.564
C 4.423 0.693 0.865
C 5.437 1.577 1.258
C 5.197 2.958 1.215
C 3.904 3.445 0.997
C 1.648 2.929 3.392
C 1.744 1.727 4.084
C 1.974 1.737 5.467
C 2.119 2.954 6.141
C 2.093 4.162 5.429
C 1.872 4.158 4.054
H -0.105 5.633 0.805
H -2.212 6.710 1.704
H -3.648 5.515 3.346
H -3.101 3.166 3.939
H -1.072 2.072 3.028
H 2.406 0.481 0.154
H 4.609 -0.382 0.806
H 6.409 1.187 1.573
H 6.018 3.652 1.388
H 3.708 4.516 1.005
H 1.655 0.781 3.553
H 2.028 0.793 6.011
H 2.251 2.958 7.223
H 2.226 5.114 5.956
H 1.849 5.102 3.510
```

As for the spin multiplicity: 5. The value obtained for the LUMO energy (alpha / beta) is -5.7690 / -7.9784 eV. As for the energy above the lowest of the compared OMol25 structures with the same formula, charge and spin: 0.516 eV. The net charge is +2. The value obtained for the energy is -2770.35418 a.u. The value obtained for the orbital gap (alpha / beta) is 5.651 / 5.853 eV.